Record 1
DFT (ωB97M-V/def2-TZVPD) results for the molecule C5H6O3.

Atoms and positions in Å:
O (-0.944, -0.862, -0.589)
O (1.250, -0.107, -0.067)
O (1.064, -1.847, -1.661)
C (-0.368, 0.929, 1.657)
C (-1.326, 0.621, -0.635)
C (-1.273, 1.485, 0.496)
C (0.955, 0.539, 1.160)
C (0.447, -0.953, -0.700)
H (-0.194, 1.821, 2.450)
H (-1.192, 0.142, 2.332)
H (0.897, -0.263, 2.180)
H (-1.283, 2.678, 0.147)
H (1.744, 1.390, 1.205)
H (-1.547, 1.032, -1.648)

Calculated values
- SMILES = O=C1OC=CCCO1
- E_HOMO (eV) = -9.95
- LUMO (eV) = 0.082
- DFT total energy (hartree) = -419.610603
- energy above the lowest of the compared OMol25 structures with the same formula, charge and spin (kcal per mole) = 143.57
- net charge = 0
- gap between HOMO and LUMO (eV) = 10.03

Atomic charges from the natural (NBO) analysis, expressed in e, are listed below: O -0.517; O -0.482; O -0.615; C -0.509; C 0.091; C -0.248; C -0.109; C 0.971; H 0.262; H 0.239; H 0.220; H 0.246; H 0.235; H 0.217



Record 2
DFT (ωB97M-V/def2-TZVPD) results for a cluster of 2 separate species, C5H6O3 in total.

Atoms and positions in Å:
O (-2.571, -2.196, -0.813)
O (0.003, -2.123, 0.726)
O (0.179, -0.015, -0.449)
C (1.069, 2.088, 0.125)
C (1.841, 3.198, 0.991)
C (1.244, 0.736, 0.074)
C (-1.691, -1.211, -0.767)
C (-0.329, -1.238, -0.043)
H (-1.831, -0.423, -1.497)
H (1.920, 4.549, 0.237)
H (0.122, 2.370, -0.293)
H (1.992, 0.125, 0.400)
H (1.158, 3.690, 1.699)
H (2.943, 2.930, 1.463)

Calculated values
- E_HOMO (eV) = -9.76
- LUMO (eV) = -1.051
- DFT total energy (hartree) = -419.666375
- energy above the lowest of the compared OMol25 structures with the same formula, charge and spin (kcal per mole) = 108.58
- net charge = 0
- gap between HOMO and LUMO (eV) = 8.71

Atomic charges from the natural (NBO) analysis, expressed in e, are listed below: O -0.453; O -0.496; O -0.524; C -0.225; C -0.609; C 0.112; C 0.287; C 0.699; H 0.156; H 0.172; H 0.214; H 0.192; H 0.229; H 0.247



Record 3
DFT (ωB97M-V/def2-TZVPD) results for a structure of composition C5H6O3.

Atoms and positions in Å:
O (1.200, 0.038, 1.001)
O (0.982, 0.682, -1.227)
O (-1.178, 2.320, 0.779)
C (-0.687, 1.231, 0.327)
C (0.343, -0.876, 0.282)
C (0.810, 1.069, 0.071)
C (0.602, -0.714, -1.168)
C (-1.105, -0.272, 0.417)
H (-1.918, -0.837, -0.059)
H (1.294, 1.910, 0.144)
H (0.149, -1.780, 0.950)
H (-1.491, -0.417, 1.481)
H (1.434, -1.361, -1.517)
H (-0.435, -0.992, -1.481)

Calculated values
- E_HOMO (eV) = -9.64
- LUMO (eV) = 0.482
- DFT total energy (hartree) = -419.726911
- energy above the lowest of the compared OMol25 structures with the same formula, charge and spin (kcal per mole) = 70.59
- net charge = 0
- gap between HOMO and LUMO (eV) = 10.12

Atomic charges from the natural (NBO) analysis, expressed in e, are listed below: O -0.469; O -0.474; O -0.506; C 0.555; C 0.007; C 0.240; C -0.123; C -0.570; H 0.255; H 0.190; H 0.243; H 0.252; H 0.207; H 0.195



Record 4
DFT (ωB97M-V/def2-TZVPD) results for a structure of composition C5H6O3.

Atoms and positions in Å:
O (-1.382, -1.267, -0.326)
O (-3.151, 0.211, -0.302)
O (-1.248, 1.062, 0.104)
C (-1.993, -0.012, -0.287)
C (1.387, 0.505, -0.494)
C (1.320, -0.883, -0.279)
C (0.268, 1.433, 0.142)
C (-0.141, -1.399, 0.363)
H (0.279, 2.545, -0.439)
H (-0.152, -2.455, 0.546)
H (-0.090, -1.163, 1.437)
H (2.006, -1.549, -0.897)
H (2.175, 1.311, -1.033)
H (0.723, 1.662, 1.465)

Calculated values
- E_HOMO (eV) = -10.17
- LUMO (eV) = 0.318
- DFT total energy (hartree) = -419.670748
- energy above the lowest of the compared OMol25 structures with the same formula, charge and spin (kcal per mole) = 105.83
- net charge = 0
- gap between HOMO and LUMO (eV) = 10.49

Atomic charges from the natural (NBO) analysis, expressed in e, are listed below: O -0.504; O -0.545; O -0.569; C 0.996; C -0.230; C -0.238; C -0.133; C -0.121; H 0.231; H 0.213; H 0.201; H 0.234; H 0.249; H 0.217



Record 5
DFT (ωB97M-V/def2-TZVPD) results for the molecule C5H6O3.

Atoms and positions in Å:
O (1.503, -0.930, -0.301)
O (0.209, -1.913, 1.667)
O (-1.389, 1.032, -0.557)
C (0.254, 0.664, -2.240)
C (0.403, -0.499, 0.074)
C (-0.736, 0.358, 2.214)
C (0.118, -0.392, 1.536)
C (-0.354, 0.476, -0.876)
H (-1.121, 1.290, 1.811)
H (-1.063, 0.052, 3.204)
H (1.286, 1.011, -2.146)
H (0.959, -2.313, 1.186)
H (-0.291, 1.443, -2.781)
H (0.220, -0.279, -2.791)

Calculated values
- SMILES = C=C(O)C(=O)C(C)=O
- E_HOMO (eV) = -9.85
- LUMO (eV) = -0.873
- DFT total energy (hartree) = -419.743610
- energy above the lowest of the compared OMol25 structures with the same formula, charge and spin (kcal per mole) = 60.11
- net charge = 0
- gap between HOMO and LUMO (eV) = 8.97

Atomic charges from the natural (NBO) analysis, expressed in e, are listed below: O -0.521; O -0.726; O -0.494; C -0.714; C 0.440; C -0.383; C 0.188; C 0.511; H 0.245; H 0.226; H 0.245; H 0.498; H 0.237; H 0.248



Record 6
DFT (ωB97M-V/def2-TZVPD) results for the molecule C5H6O3P2.

Atoms and positions in Å:
P (-5.813, 0.522, 0.129)
P (-3.009, 0.253, -1.345)
O (-5.481, -0.605, 0.967)
O (2.019, 2.198, -1.049)
O (-4.426, 0.920, -0.649)
C (0.347, -0.419, 1.004)
C (1.625, 1.146, -0.710)
C (-0.504, -0.364, -0.167)
C (0.551, 0.832, 0.226)
C (-2.171, -0.049, 0.079)
H (0.074, 1.730, 0.599)
H (-0.136, -0.831, -1.115)
H (-2.562, 0.165, 1.098)
H (1.961, 0.216, -1.161)
H (1.157, -1.063, 1.220)
H (-0.246, -0.145, 1.893)

Calculated values
- E_HOMO (alpha / beta) (eV) = -6.80 / -10.08
- 2S+1 = 3
- LUMO (alpha / beta) (eV) = -0.320 / -2.774
- DFT total energy (hartree) = -1102.393767
- net charge = 0
- gap between HOMO and LUMO (alpha / beta) (eV) = 6.48 / 7.31

Atomic charges from the natural (NBO) analysis, expressed in e, are listed below: P 1.576; P 0.888; O -1.023; O -0.499; O -1.131; C -0.416; C 0.435; C -0.235; C -0.314; C -0.517; H 0.228; H 0.238; H 0.231; H 0.074; H 0.235; H 0.231